Entry 1:
{"formula": "C36H61N9", "method": "ωB97M-V/def2-TZVPD", "species": ["C", "C", "C", "N", "C", "H", "H", "H", "H", "H", "C", "C", "C", "C", "N", "H", "H", "H", "H", "H", "H", "H", "C", "C", "C", "C", "N", "H", "H", "H", "H", "H", "H", "H", "C", "C", "C", "C", "N", "H", "H", "H", "H", "H", "H", "H", "C", "C", "C", "C", "N", "H", "H", "H", "H", "H", "H", "H", "C", "C", "C", "C", "N", "H", "H", "H", "H", "H", "H", "H", "C", "C", "C", "C", "N", "H", "H", "H", "H", "H", "H", "H", "C", "C", "C", "C", "N", "H", "H", "H", "H", "H", "H", "H", "C", "C", "C", "C", "N", "H", "H", "H", "H", "H", "H", "H"], "xyz": [[1.190, -0.872, 1.259], [1.628, 0.466, 1.015], [0.683, 1.066, 0.221], [-0.137, 0.052, -0.289], [0.162, -1.149, 0.321], [1.604, -1.538, 2.001], [2.481, 0.924, 1.494], [0.554, 2.086, -0.108], [-0.902, 0.229, -0.924], [-0.386, -2.066, 0.165], [-3.143, -0.922, -5.190], [-4.025, -1.681, -4.146], [-4.655, -0.776, -3.092], [-3.614, 0.020, -2.453], [-2.781, 0.617, -1.894], [-2.185, -0.762, -4.695], [-3.503, 0.027, -5.586], [-3.072, -1.583, -6.054], [-3.352, -2.428, -3.724], [-4.859, -2.203, -4.614], [-5.280, -1.332, -2.393], [-5.357, -0.076, -3.545], [-1.488, -2.361, 6.029], [-0.247, -1.513, 5.980], [0.586, -1.244, 4.668], [1.800, -0.477, 4.964], [2.729, 0.109, 5.262], [-1.129, -3.385, 5.923], [-2.192, -2.115, 5.233], [-1.999, -2.204, 6.978], [0.434, -1.983, 6.690], [-0.465, -0.596, 6.528], [-0.037, -0.644, 4.005], [0.973, -2.165, 4.231], [0.180, -5.264, 1.885], [0.091, -5.550, 3.394], [-1.120, -6.376, 3.789], [-2.447, -5.683, 4.018], [-3.458, -5.178, 4.216], [0.004, -6.095, 1.203], [1.125, -4.785, 1.628], [-0.647, -4.581, 1.688], [0.147, -4.596, 3.919], [1.008, -6.082, 3.646], [-0.851, -6.898, 4.707], [-1.371, -7.105, 3.019], [2.175, 1.824, -3.333], [0.655, 1.566, -3.711], [0.207, 2.359, -4.939], [0.145, 3.844, -4.785], [0.057, 5.010, -4.717], [2.474, 2.872, -3.370], [2.686, 1.266, -4.118], [2.486, 1.641, -2.305], [0.003, 1.953, -2.928], [0.334, 0.529, -3.801], [-0.855, 2.184, -5.109], [0.792, 2.030, -5.797], [6.802, -1.769, -0.683], [5.346, -1.539, -1.064], [4.413, -2.052, -0.044], [4.396, -3.513, -0.257], [4.417, -4.653, -0.447], [7.437, -1.200, -1.362], [7.066, -2.823, -0.601], [6.945, -1.282, 0.282], [5.229, -1.932, -2.074], [5.209, -0.473, -1.241], [3.409, -1.673, -0.229], [4.641, -1.901, 1.012], [3.286, 7.835, -0.344], [4.294, 6.639, -0.489], [3.816, 5.575, -1.478], [2.606, 4.919, -0.963], [1.654, 4.381, -0.530], [3.470, 8.401, 0.569], [2.286, 7.419, -0.226], [3.275, 8.549, -1.168], [4.398, 6.070, 0.434], [5.324, 6.847, -0.778], [4.543, 4.799, -1.720], [3.569, 6.087, -2.409], [-2.898, 4.773, -1.685], [-1.799, 5.695, -1.209], [-1.277, 5.307, 0.204], [-2.279, 5.427, 1.297], [-3.033, 5.552, 2.189], [-3.791, 4.649, -1.073], [-2.524, 3.798, -2.001], [-3.296, 5.163, -2.621], [-2.197, 6.706, -1.122], [-0.903, 5.806, -1.821], [-0.560, 6.048, 0.558], [-0.928, 4.275, 0.203], [-3.113, -2.511, 1.378], [-4.115, -3.060, 0.327], [-4.618, -4.541, 0.684], [-3.583, -5.584, 0.826], [-2.797, -6.405, 0.894], [-2.814, -1.466, 1.297], [-2.206, -3.103, 1.500], [-3.605, -2.636, 2.342], [-3.755, -3.070, -0.702], [-5.065, -2.525, 0.313], [-5.339, -4.906, -0.047], [-5.167, -4.505, 1.625]], "forces_ev_per_a": [[-0.5, -0.4, -2.0], [-0.8, 0.0, 1.1], [0.0, -1.1, -1.3], [0.5, 0.3, 0.9], [1.0, 1.2, 1.6], [0.1, -0.2, -0.4], [-0.3, 0.2, 0.1], [0.2, -0.1, -0.1], [-0.1, -0.1, 0.1], [-0.1, 0.2, -0.1], [-0.6, -0.8, 0.4], [0.0, 0.5, -1.0], [0.1, 0.2, -0.3], [1.4, 1.1, 1.9], [-1.5, -1.2, -1.3], [0.2, 0.1, -0.5], [-0.4, 0.0, 0.4], [0.5, 0.0, 0.0], [-0.3, -0.1, 0.3], [0.1, -0.1, -0.2], [0.4, 0.0, 0.4], [0.1, 0.1, -0.3], [0.2, -0.2, -1.1], [1.4, 0.6, 1.2], [-0.8, 0.1, 1.1], [-1.5, -0.5, 0.0], [1.2, 0.7, 0.2], [-0.7, -0.3, 0.0], [-0.1, -0.2, -0.1], [0.1, -0.2, 0.0], [0.4, -0.1, 0.0], [0.1, 0.6, -0.6], [0.2, -0.3, -0.5], [-0.6, -0.1, -0.3], [-0.7, 0.7, 0.3], [0.7, 0.1, -1.2], [-1.1, 0.1, 0.4], [1.6, -0.2, 0.0], [-0.1, 0.1, -0.1], [0.2, -0.3, 0.4], [0.0, 0.0, 0.0], [0.1, 0.3, -0.4], [-0.2, 0.0, 0.2], [-0.2, -0.3, 0.4], [-0.4, -0.1, 0.1], [0.3, -0.2, 0.0], [-1.3, -0.2, -0.8], [0.2, 1.8, 1.6], [-0.4, 0.4, 0.0], [0.7, 1.9, 0.0], [0.2, -2.7, 0.0], [-0.5, 0.3, -0.8], [0.8, 0.0, 0.5], [-0.4, -1.1, -0.1], [0.1, -0.1, 0.5], [0.6, -0.1, -0.2], [0.0, -0.7, -0.3], [-0.1, 0.5, -0.3], [-0.1, 0.9, 0.4], [1.9, 1.4, -1.1], [-1.5, -1.6, -0.2], [-0.4, -1.0, 0.3], [0.0, 0.9, 0.1], [0.2, -0.5, -0.2], [0.1, 0.1, -0.2], [0.2, -0.2, 0.3], [-0.6, -0.5, 0.2], [-0.1, 0.2, 0.4], [-0.2, -0.1, 0.2], [0.4, 0.5, -0.1], [0.7, -0.8, 0.3], [-0.1, -0.3, 0.2], [-0.8, 0.4, -0.4], [-2.6, -1.6, 0.9], [2.7, 1.5, -1.2], [0.2, 0.0, 0.0], [-0.1, 0.0, -0.1], [0.2, -0.3, -0.2], [-0.1, 0.5, 0.5], [-0.1, 0.8, 0.0], [0.2, 0.1, 0.2], [-0.2, -0.2, -0.2], [0.0, -0.2, -1.7], [-0.1, 0.5, 1.8], [-1.1, 0.5, 0.5], [-2.0, 0.0, 1.6], [1.9, -0.3, -2.3], [0.4, 0.1, 0.6], [0.1, -0.3, 0.5], [0.0, 0.2, -0.2], [-0.1, 0.1, 0.0], [-0.3, -0.5, -0.5], [0.7, -0.5, -0.4], [0.4, 0.3, 0.1], [-0.8, -0.5, 0.3], [0.0, -1.5, 0.5], [0.5, 0.7, 0.1], [-1.1, 1.5, -0.4], [0.9, -0.9, 0.1], [-0.2, 0.0, -0.4], [0.0, -0.1, -0.5], [-0.1, 0.2, 0.2], [0.3, 0.1, 0.0], [0.2, 0.5, 0.1], [0.1, 0.1, -0.2], [0.1, 0.0, 0.2]], "homo_ev": -8.20, "smiles": "c1cc[nH]c1.CCCC#N.CCCC#N.CCCC#N.CCCC#N.CCCC#N.CCCC#N.CCCC#N.CCCC#N", "energy_ev": -51728.68230}


Entry 2:
{"formula": "C8H13N2O2S", "method": "ωB97M-V/def2-TZVPD", "species": ["C", "C", "C", "C", "C", "C", "C", "C", "N", "N", "O", "O", "S", "H", "H", "H", "H", "H", "H", "H", "H", "H", "H", "H", "H", "H"], "xyz": [[0.107, -0.986, -1.590], [0.514, 0.221, -1.992], [0.887, -1.843, -0.706], [-0.520, 0.220, 1.364], [0.275, -2.177, 0.653], [0.121, -1.047, 1.734], [-0.926, 3.489, -0.708], [0.372, 2.637, -0.732], [1.037, -3.138, -1.419], [-1.204, 0.798, 2.362], [0.466, -3.223, -2.480], [1.849, -3.888, -0.945], [0.926, 1.865, -2.285], [-0.852, -1.419, -1.870], [-0.674, -2.639, 0.302], [0.827, -3.019, 1.185], [1.163, -0.805, 1.899], [-0.480, -1.473, 2.620], [-1.779, 3.024, -1.173], [-1.459, 3.582, 0.317], [-0.693, 4.514, -1.120], [0.059, 1.701, -0.101], [1.310, 3.266, -0.258], [-1.843, 1.553, 2.151], [1.859, -1.513, -0.432], [-1.342, 0.298, 3.223]], "forces_ev_per_a": [[0.1, 3.4, -0.8], [-0.2, 1.2, 0.1], [0.9, -0.4, 2.0], [-1.2, 1.6, 0.2], [-1.9, -1.0, 0.6], [-1.1, -1.4, 0.0], [0.0, 1.3, 0.5], [0.0, 0.0, 3.0], [1.5, 0.5, -0.5], [0.9, -1.4, -2.2], [-0.4, -0.8, -0.3], [-0.3, -0.7, 0.0], [-1.0, -3.5, 0.7], [-0.1, 0.5, -0.3], [-0.1, 0.3, 1.1], [-0.3, 1.1, -1.1], [0.4, 0.2, 1.0], [1.5, 0.1, -0.8], [0.1, -0.2, -1.2], [1.9, 0.1, -1.0], [-0.8, -1.1, 0.5], [1.2, 1.4, -0.5], [-2.3, -1.9, -1.4], [0.3, 0.1, 0.2], [1.1, 0.5, -0.7], [-0.2, 0.0, 0.7]], "homo_ev": -12.17, "energy_ev": -26402.09528, "charge": 1}


Entry 3:
{"formula": "C44H23CoN11O7", "method": "ωB97M-V/def2-TZVPD", "species": ["Co", "C", "C", "C", "C", "C", "N", "C", "N", "C", "C", "C", "C", "C", "C", "C", "C", "N", "C", "N", "C", "N", "C", "N", "C", "N", "C", "C", "C", "C", "C", "C", "C", "C", "C", "C", "C", "C", "N", "C", "C", "H", "H", "H", "H", "H", "H", "H", "H", "H", "H", "H", "H", "H", "H", "H", "H", "C", "C", "C", "C", "C", "C", "H", "H", "H", "H", "H", "O", "N", "O", "C", "C", "C", "C", "O", "C", "C", "N", "O", "O", "N", "O", "O", "H", "H"], "xyz": [[-0.941, 0.471, -0.779], [5.149, 1.175, -0.037], [4.651, 1.593, -1.266], [3.559, 0.957, -1.819], [2.897, -0.046, -1.111], [1.838, -0.843, -1.724], [1.312, -1.858, -1.113], [2.458, -1.215, 1.096], [1.813, -0.433, 2.148], [0.393, -0.158, 2.119], [-0.783, -0.904, 2.513], [-0.943, -2.059, 3.257], [-2.231, -2.533, 3.449], [-3.331, -1.825, 2.974], [-3.179, -0.645, 2.272], [-1.894, -0.181, 2.018], [-1.443, 0.941, 1.205], [-2.055, 2.177, 1.219], [-2.044, 2.798, 0.071], [-1.697, 2.084, -1.042], [-1.986, 2.787, -2.170], [-1.924, 2.286, -3.391], [-1.292, 1.149, -3.597], [-0.442, 0.523, -2.712], [0.376, -0.306, -3.429], [1.541, -0.722, -3.028], [-0.122, -0.417, -4.788], [0.199, -1.265, -5.832], [-0.587, -1.207, -6.972], [-1.644, -0.305, -7.071], [-1.949, 0.572, -6.044], [-1.191, 0.497, -4.887], [-2.424, 4.101, -1.769], [-2.700, 5.249, -2.495], [-2.956, 6.418, -1.802], [-2.961, 6.446, -0.408], [-2.718, 5.299, 0.331], [-2.445, 4.123, -0.348], [0.005, 0.908, 1.188], [3.316, -0.355, 0.186], [4.481, 0.207, 0.692], [6.038, 1.635, 0.369], [5.129, 2.404, -1.796], [3.187, 1.217, -2.797], [-0.089, -2.591, 3.648], [-2.378, -3.468, 3.967], [-4.322, -2.218, 3.146], [-4.029, -0.096, 1.899], [1.012, -1.972, -5.749], [-0.391, -1.877, -7.798], [-2.249, -0.297, -7.967], [-2.762, 1.278, -6.122], [-2.691, 5.221, -3.573], [-3.142, 7.332, -2.349], [-3.149, 7.384, 0.098], [-2.714, 5.320, 1.410], [4.842, -0.109, 1.659], [2.159, 1.970, 4.676], [0.811, 2.462, 4.545], [0.054, 2.144, 3.474], [0.631, 1.320, 2.454], [2.117, 1.008, 2.401], [2.784, 1.281, 3.712], [2.678, 2.185, 5.598], [0.414, 3.080, 5.334], [-0.971, 2.456, 3.359], [2.655, 1.489, 1.576], [3.798, 0.930, 3.825], [0.083, -7.493, 2.596], [-0.711, -6.716, 2.077], [-1.883, -6.994, 1.852], [-0.235, -5.429, 1.713], [0.999, -5.002, 2.200], [1.522, -3.766, 1.786], [0.771, -2.962, 0.896], [1.316, -1.780, 0.357], [-0.524, -3.378, 0.478], [-1.010, -4.619, 0.894], [-1.361, -2.568, -0.263], [-1.023, -1.348, -0.432], [-2.445, -2.989, -0.692], [2.665, -3.314, 2.324], [3.441, -3.873, 3.115], [3.283, -2.201, 1.552], [1.574, -5.612, 2.874], [-1.990, -4.928, 0.570]], "forces_ev_per_a": [[-0.3, 0.2, 0.2], [-0.1, 0.1, 0.0], [0.2, 0.0, 0.1], [-0.3, -0.2, 0.1], [0.5, 0.4, 0.8], [-0.1, 0.1, 0.0], [-0.7, -1.0, -1.9], [-0.2, 1.6, 0.7], [0.3, -0.9, -0.4], [-0.2, 1.0, 0.4], [-0.8, -0.1, 0.1], [0.1, 0.3, -0.2], [-0.1, -0.1, 0.2], [0.0, -0.2, 0.0], [0.2, 0.3, 0.0], [0.3, -0.2, 0.5], [-0.2, -1.6, -1.5], [-0.8, 2.3, 0.2], [0.3, -1.6, 0.8], [-0.4, 1.5, -0.7], [0.3, -1.0, 0.2], [-0.5, 0.6, 0.0], [0.2, -0.2, -0.1], [0.5, -0.5, 0.0], [-0.9, 0.9, 0.2], [1.2, -0.9, 0.4], [-0.5, 0.2, -0.1], [0.0, 0.0, -0.1], [0.2, -0.1, -0.1], [-0.2, 0.2, -0.1], [0.0, 0.1, -0.1], [0.4, -0.3, 0.0], [-0.3, 0.7, 0.6], [0.0, -0.3, 0.0], [-0.1, 0.1, 0.1], [-0.1, 0.1, 0.0], [0.0, -0.3, 0.0], [-0.2, 0.7, -0.7], [1.5, 0.4, -0.2], [-0.1, -0.2, -0.5], [-0.1, -0.2, 0.0], [0.1, 0.0, 0.1], [0.1, 0.0, -0.1], [0.0, 0.0, -0.1], [0.1, -0.1, 0.1], [-0.1, -0.1, 0.1], [-0.1, -0.1, 0.0], [-0.1, 0.1, -0.1], [0.1, 0.0, 0.0], [0.0, 0.0, 0.0], [0.0, 0.0, -0.1], [-0.1, 0.0, 0.0], [0.0, 0.0, -0.2], [0.0, 0.1, 0.0], [0.0, 0.0, 0.0], [0.0, 0.0, 0.1], [0.0, 0.1, 0.1], [0.7, -0.3, -0.2], [-0.9, 0.1, -0.5], [0.0, 0.3, 0.8], [0.5, -0.7, 0.0], [0.0, 0.6, 0.0], [-0.2, 0.1, 0.1], [0.1, 0.0, 0.1], [-0.1, 0.1, 0.1], [-0.1, 0.1, 0.0], [-0.2, -0.1, 0.0], [0.2, 0.0, 0.1], [-0.2, 0.3, -0.1], [-0.7, -1.5, 0.4], [0.5, 0.2, 0.1], [0.0, 2.0, -0.9], [0.7, 0.1, 0.2], [-2.2, -0.5, -1.1], [0.1, -0.7, 0.3], [0.8, 0.0, 0.7], [0.1, 0.5, -0.3], [0.3, -0.9, 0.4], [0.0, 1.0, 0.1], [-0.2, -2.3, 0.3], [-0.2, -0.3, -0.1], [2.5, 1.2, 0.9], [-0.9, 0.6, -0.9], [0.3, -1.7, 0.4], [0.0, 0.0, 0.1], [0.0, 0.0, 0.0]], "homo_ev": [-3.10, -3.96], "spin_multiplicity": 5, "energy_ev": -114337.75084, "charge": -1}


Entry 4:
{"formula": "C4H5N3", "method": "ωB97M-V/def2-TZVPD", "species": ["N", "C", "C", "N", "C", "N", "C", "H", "H", "H", "H", "H"], "xyz": [[-0.026, 0.080, 2.038], [0.026, 0.022, 0.651], [-0.619, -0.928, -0.133], [-0.904, -0.697, -1.413], [-0.253, 0.298, -1.994], [0.867, 0.806, -1.477], [1.015, 0.592, -0.172], [-0.627, -0.606, 2.475], [-0.140, 0.992, 2.466], [-0.742, -1.936, 0.255], [-0.587, 0.638, -2.971], [1.990, 0.739, 0.277]], "forces_ev_per_a": [[0.3, -0.1, 0.0], [0.5, -0.5, -0.5], [-0.5, -0.2, 0.1], [0.3, -0.2, -0.1], [0.1, 0.0, 0.0], [-0.2, 0.0, 0.2], [0.0, 0.5, 0.4], [0.0, 0.1, -0.2], [0.2, -0.2, -0.3], [-0.9, 0.1, 0.1], [0.2, -0.1, 0.1], [0.0, 0.7, 0.0]], "homo_ev": -8.74, "smiles": "Nc1cncnc1", "energy_ev": -8698.26604}